Here is C12H18N6O2S2 in the gas phase in a non-equilibrium geometry from the OMol25 dataset. Energies are from ωB97M-V/def2-TZVPD.

Positions of all 40 atoms, in Å:
C -6.69899 -1.59141 -0.03625
O -5.48471 -1.46732 0.66183
C -4.95404 -0.16626 0.69552
C -4.36918 0.29502 -0.64696
C -3.62899 1.62557 -0.51188
N -2.48708 1.51344 0.34566
N -2.42562 2.00661 1.58730
N -1.28085 1.73520 2.05354
N -0.54130 1.06245 1.18618
C -1.29238 0.91793 0.11173
S -0.86788 0.12763 -1.36158
C 0.92517 0.15867 -1.09886
C 1.38084 1.59592 -1.01032
O 0.68774 2.54566 -1.28303
N 2.67126 1.78240 -0.58640
C 3.61637 0.85022 -0.25383
N 3.51265 -0.42429 -0.37174
C 4.63670 -1.07450 0.04293
C 4.67721 -2.56364 -0.01872
C 5.64541 -0.27184 0.48517
C 6.97806 -0.66972 1.00795
S 5.15875 1.39878 0.38806
H -7.05954 -2.59966 0.15810
H -6.56932 -1.46125 -1.11630
H -7.43835 -0.86568 0.32398
H -4.16480 -0.20612 1.45106
H -5.71910 0.55144 1.03036
H -5.16679 0.42396 -1.37945
H -3.68367 -0.47047 -1.01792
H -4.27691 2.38568 -0.06960
H -3.28375 1.96015 -1.49515
H 1.16107 -0.37802 -0.18104
H 1.39344 -0.34640 -1.94257
H 2.94095 2.75370 -0.47819
H 5.50571 -2.89987 -0.64039
H 4.80634 -2.98349 0.97741
H 3.74511 -2.92663 -0.43996
H 7.34719 -1.53984 0.46798
H 6.91310 -0.92841 2.06586
H 7.69019 0.14440 0.89953

The calculation puts the energy above the lowest of the compared OMol25 structures with the same formula, charge and spin at 0.0 kcal per mole. For the HOMO energy, the calculation gives -8.37 eV. As for the SMILES: COCCCn1nnnc1SCC(=O)Nc1nc(C)c(C)s1.

Here is a molecular structure, C12H18N6S5V in a non-equilibrium geometry from the OMol25 dataset. Energies are from ωB97M-V/def2-TZVPD.

Positions of all 42 atoms, in Å:
V -0.24863 0.01551 -0.57686
C 1.48095 3.83336 -0.69890
C 1.20739 2.36527 -0.78559
N 0.14614 1.79770 -0.21164
N -0.64683 2.54786 0.63058
C -1.19706 1.90158 1.66405
N -2.12493 2.54466 2.39732
S -0.62624 0.37572 2.08585
C 2.02855 1.41014 -1.41881
C 3.12523 1.69854 -2.25625
C 3.83125 0.67062 -2.81625
C 3.45257 -0.65629 -2.53726
C 2.37236 -0.88406 -1.72747
N 1.64139 0.10961 -1.16785
H 1.41008 4.17260 0.33714
H 0.75812 4.39942 -1.29504
H 2.47702 4.06281 -1.06567
H -1.03928 3.41271 0.28869
H -2.62100 3.33186 2.01118
H -2.62815 1.98310 3.06019
H 3.38736 2.72489 -2.46948
H 4.67054 0.87585 -3.46712
H 3.99078 -1.49181 -2.96058
H 2.04307 -1.89211 -1.51822
S -3.65563 0.55187 -3.46328
C -2.42001 0.38965 -2.38460
S -0.75570 0.26281 -2.83669
S -2.61490 0.32588 -0.67444
C 0.10204 -2.89896 3.28966
N 0.23224 -2.76198 1.85093
C -0.78608 -2.75100 0.97737
S -0.44060 -2.47283 -0.67295
N -1.98975 -3.08235 1.43975
C -3.22242 -3.11712 0.66590
H 1.09532 -2.86833 3.72761
H -0.35033 -3.85953 3.54600
H -0.49067 -2.08775 3.72089
H 1.10194 -2.42404 1.47861
H -2.10036 -3.12935 2.44083
H -2.98074 -3.14141 -0.39072
H -3.82735 -2.23350 0.85500
H -3.78766 -4.01163 0.92813

The calculation puts the energy above the lowest of the compared OMol25 structures with the same formula, charge and spin at 1.6 kcal per mole. Its spin multiplicity is 2. For the HOMO energy (alpha / beta), the calculation gives -6.23 / -6.28 eV. The expectation value of S² is 0.8314.